(1)
This record from OMol25 describes a structure of composition C24H21CoF3IN5O2S. The level of theory is ωB97M-V with the def2-TZVPD basis set.

Each line ends with the Mulliken charge.
Element x y z (Å)
1 Co 0.22 0.32 -0.69  -1.048
2 C 3.91 -0.47 1.68  -1.084
3 C 3.33 0.91 1.71  0.833
4 N 4.06 1.90 2.15  -0.696
5 C 3.56 3.16 2.11  -1.147
6 C 2.32 3.47 1.64  0.577
7 C 1.87 4.90 1.59  -0.895
8 O 1.34 5.27 0.32  -0.512
9 C 1.49 2.41 1.19  -0.140
10 C 0.13 2.65 0.84  0.927
11 N -0.65 1.75 0.36  0.579
12 C -2.04 1.95 0.25  0.848
13 C -2.67 3.20 0.27  -0.680
14 C -4.04 3.32 0.10  -0.727
15 C -4.83 2.19 -0.08  -0.687
16 C -4.24 0.94 -0.04  -0.502
17 C -2.87 0.83 0.13  -0.147
18 I -2.04 -1.09 0.35  0.180
19 C 2.00 1.10 1.20  0.474
20 O 1.34 0.07 0.80  -0.824
21 H 4.95 -0.43 2.01  0.383
22 H 3.86 -0.88 0.67  0.166
23 H 3.35 -1.15 2.33  0.280
24 H 4.22 3.95 2.47  0.349
25 H 2.70 5.55 1.87  0.373
26 H 1.06 5.09 2.31  0.335
27 H 1.99 5.02 -0.35  0.348
28 H -0.27 3.64 1.05  0.116
29 H -2.08 4.09 0.39  0.390
30 H -4.49 4.30 0.10  0.377
31 H -5.90 2.28 -0.23  0.406
32 H -4.84 0.04 -0.13  0.431
33 F 4.14 0.57 -4.49  -0.228
34 C 4.55 -0.25 -3.51  0.559
35 F 5.42 -1.11 -4.08  -0.327
36 F 5.26 0.48 -2.64  -0.221
37 C 3.41 -0.99 -2.86  -0.347
38 C 3.41 -2.36 -2.86  -0.038
39 C 2.37 -3.07 -2.26  -1.081
40 C 1.36 -2.33 -1.68  -0.319
41 N 1.35 -1.00 -1.68  0.616
42 C 2.35 -0.27 -2.24  0.583
43 S 2.22 1.42 -2.07  -0.476
44 H 4.22 -2.90 -3.33  0.503
45 H 2.35 -4.15 -2.24  0.410
46 H 0.52 -2.82 -1.20  0.405
47 C -0.84 3.09 -2.61  -0.804
48 C -1.12 1.69 -3.04  0.257
49 N -0.89 0.58 -2.36  1.240
50 C -1.31 -0.46 -3.16  -0.680
51 C -1.80 0.02 -4.33  -0.813
52 N -1.67 1.39 -4.23  -0.047
53 H -0.02 3.10 -1.90  -0.156
54 H -1.72 3.53 -2.13  0.199
55 H -0.56 3.70 -3.47  0.491
56 H -1.24 -1.49 -2.83  0.381
57 H -2.19 -0.47 -5.20  0.417
58 H -1.93 2.06 -4.93  0.196

Summary:
**2S+1**: 2
**Kohn-Sham gap (spin up / spin down)**: 0.2541 / 0.2533 Ha
**Highest occupied orbital energy (spin up / spin down)**: -7.3 / -7.3 eV

(2)
This record from OMol25 describes a structure of composition C3H4Li2O3 at a distorted geometry. The level of theory is ωB97M-V with the def2-TZVPD basis set.

Each line ends with the Mulliken charge.
Element x y z (Å)
1 O -0.99 -0.41 1.23  -1.050
2 C -1.93 -0.43 0.17  0.164
3 C -1.91 0.85 -0.68  -1.077
4 C 1.23 0.35 -0.39  0.752
5 O 1.31 -0.81 -0.62  -0.515
6 O 0.65 1.37 -0.69  -0.338
7 Li -0.86 1.50 1.18  0.717
8 Li -0.01 -1.79 0.69  0.852
9 H -2.95 -0.61 0.55  0.268
10 H -1.75 -1.34 -0.48  0.006
11 H -2.93 1.12 -1.03  0.162
12 H -1.38 0.66 -1.63  0.060

Summary:
**Kohn-Sham gap (spin up / spin down)**: 0.1987 / 0.1992 Ha
**Highest occupied orbital energy (spin up / spin down)**: -6.2 / -6.2 eV

(3)
This record from OMol25 describes the molecule CH3BrO at a distorted geometry. The level of theory is ωB97M-V with the def2-TZVPD basis set.

Each line ends with the Mulliken charge.
Element x y z (Å)
1 C 0.52 -0.06 0.20  -0.433
2 O -0.49 0.48 -0.94  -0.346
3 Br -2.19 -0.01 -0.58  0.047
4 H 1.57 0.13 -0.23  0.204
5 H 0.29 -1.16 0.57  0.246
6 H 0.30 0.62 0.99  0.283

Summary:
**Structure (SMILES)**: COBr
**Kohn-Sham gap**: 0.3572 Ha
**Highest occupied orbital energy**: -9.7 eV

(4)
This record from OMol25 describes a structure of composition C29H36Cl2F6HgN8O6P at a distorted geometry. The level of theory is ωB97M-V with the def2-TZVPD basis set.

Each line ends with the Mulliken charge.
Element x y z (Å)
1 Hg 9.03 -8.78 -18.36  0.828
2 P 4.83 -8.04 -14.71  1.240
3 F 4.39 -6.75 -15.62  -0.374
4 F 5.97 -8.25 -15.86  -0.395
5 F 5.85 -7.03 -13.94  -0.371
6 F 5.36 -9.39 -13.94  -0.362
7 F 3.73 -7.67 -13.48  -0.400
8 F 3.73 -8.93 -15.38  -0.339
9 N 10.53 -5.31 -16.98  -0.339
10 C 9.62 -4.39 -16.47  -0.185
11 C 9.83 -3.48 -15.46  -0.333
12 C 11.14 -3.40 -14.94  -0.152
13 C 12.17 -4.21 -15.46  -0.390
14 C 11.81 -5.07 -16.52  -0.266
15 H 8.65 -4.39 -16.93  0.404
16 H 9.00 -2.93 -15.04  0.374
17 H 11.23 -2.81 -14.05  0.372
18 H 13.16 -4.19 -15.03  0.372
19 H 12.49 -5.82 -16.89  0.367
20 N 6.88 -12.05 -19.44  -0.296
21 C 6.46 -12.37 -20.70  -0.191
22 C 5.70 -13.49 -21.08  -0.281
23 C 5.22 -14.38 -20.14  -0.323
24 C 5.52 -14.01 -18.81  -0.313
25 C 6.45 -12.98 -18.55  -0.210
26 H 6.65 -11.70 -21.52  0.346
27 H 5.48 -13.67 -22.12  0.349
28 H 4.62 -15.26 -20.33  0.416
29 H 5.08 -14.50 -17.96  0.379
30 H 6.78 -12.85 -17.53  0.411
31 N 6.10 -6.67 -20.59  -0.318
32 C 4.75 -6.86 -20.67  -0.224
33 C 3.86 -6.13 -21.44  -0.358
34 C 4.38 -5.12 -22.26  -0.175
35 C 5.72 -4.91 -22.26  -0.361
36 C 6.49 -5.66 -21.43  -0.161
37 H 4.37 -7.66 -20.05  0.386
38 H 2.81 -6.38 -21.48  0.370
39 H 3.69 -4.58 -22.89  0.378
40 H 6.16 -4.15 -22.89  0.366
41 H 7.51 -5.29 -21.40  0.321
42 N 10.69 -10.57 -14.88  -0.305
43 C 11.28 -11.81 -14.82  -0.256
44 C 11.90 -12.32 -13.71  -0.373
45 C 11.91 -11.59 -12.51  -0.220
46 C 11.30 -10.34 -12.55  -0.317
47 C 10.66 -9.88 -13.71  -0.268
48 H 11.40 -12.37 -15.73  0.351
49 H 12.54 -13.18 -13.81  0.377
50 H 12.40 -11.91 -11.59  0.435
51 H 11.32 -9.70 -11.68  0.370
52 H 10.23 -8.89 -13.75  0.417
53 N 6.13 -10.19 -6.51  -0.522
54 C 4.91 -10.62 -6.10  -0.179
55 C 3.73 -10.21 -6.74  -0.291
56 C 3.76 -9.14 -7.67  -0.258
57 C 5.01 -8.57 -7.95  -0.280
58 C 6.16 -9.13 -7.40  -0.218
59 H 4.93 -11.32 -5.28  0.396
60 H 2.80 -10.70 -6.50  0.372
61 H 2.88 -8.71 -8.13  0.437
62 H 5.03 -7.70 -8.60  0.369
63 H 7.16 -8.75 -7.58  0.401
64 C 1.07 -3.97 -10.03  -0.631
65 N 1.04 -2.53 -10.47  0.807
66 O 1.94 -1.87 -10.05  -0.501
67 O -0.05 -2.17 -10.93  -0.493
68 H 0.85 -4.46 -10.98  0.272
69 H 0.36 -4.10 -9.20  0.262
70 H 2.07 -4.23 -9.68  0.283
71 C 1.37 -12.23 -11.95  -0.712
72 N 1.28 -12.68 -10.54  0.908
73 O 0.33 -12.39 -9.90  -0.527
74 O 2.22 -13.35 -10.12  -0.533
75 H 1.82 -11.24 -11.89  0.303
76 H 0.40 -12.14 -12.43  0.297
77 H 1.96 -12.95 -12.52  0.266
78 C 7.02 -13.14 -11.04  -0.667
79 N 6.80 -14.32 -11.94  0.850
80 O 7.23 -15.41 -11.67  -0.519
81 O 6.13 -14.06 -12.94  -0.501
82 H 6.07 -12.63 -10.85  0.275
83 H 7.69 -12.43 -11.52  0.250
84 H 7.39 -13.43 -10.06  0.308
85 C -1.09 -7.36 -16.03  -0.202
86 Cl -0.69 -5.74 -15.42  -0.133
87 Cl -2.81 -7.54 -16.37  -0.156
88 H -0.54 -7.65 -16.93  0.251
89 H -0.71 -8.10 -15.32  0.242

Summary:
**Net charge**: +1
**Kohn-Sham gap**: 0.0436 Ha
**Highest occupied orbital energy**: -11.1 eV

(5)
This record from OMol25 describes a structure of composition C40H35N5O2P2STi at a distorted geometry. The level of theory is ωB97M-V with the def2-TZVPD basis set.

Each line ends with the Mulliken charge.
Element x y z (Å)
1 Ti 0.36 0.36 0.49  -1.440
2 C 2.54 1.55 -1.57  -0.989
3 P 3.38 0.00 -0.87  -0.032
4 C 2.04 -1.15 -0.14  0.650
5 C 1.91 -1.25 1.28  0.222
6 C 1.18 -2.28 1.87  -0.880
7 C 0.63 -3.29 1.08  -0.997
8 C 0.84 -3.27 -0.29  -0.213
9 C 1.53 -2.22 -0.89  -0.318
10 C 3.71 -0.92 -2.41  0.098
11 C 4.68 -1.92 -2.31  -0.372
12 C 5.06 -2.66 -3.42  -0.824
13 C 4.46 -2.40 -4.65  -0.519
14 C 3.49 -1.42 -4.76  -0.738
15 C 3.11 -0.68 -3.65  0.261
16 C 1.12 1.52 -2.02  -0.209
17 C 0.52 2.08 -3.11  -1.107
18 C -0.89 1.82 -3.03  -1.302
19 C -1.11 1.11 -1.89  -0.031
20 C -2.32 0.42 -1.35  -1.084
21 P -1.55 -1.08 -0.56  2.042
22 C -2.64 -2.06 0.51  0.897
23 C -3.44 -1.45 1.47  -0.735
24 C -4.17 -2.23 2.36  -0.898
25 C -4.10 -3.62 2.30  -0.683
26 C -3.30 -4.23 1.34  -1.019
27 C -2.56 -3.46 0.46  -0.656
28 C -1.43 -1.98 -2.16  0.990
29 C -2.52 -2.75 -2.59  -1.290
30 C -2.56 -3.22 -3.89  -0.921
31 C -1.54 -2.92 -4.78  -0.890
32 C -0.47 -2.14 -4.36  -1.170
33 C -0.42 -1.67 -3.06  0.924
34 N 0.13 0.92 -1.25  2.584
35 H 3.18 1.82 -2.41  0.836
36 H 2.67 2.32 -0.82  0.450
37 H 2.51 -0.62 1.92  0.688
38 H 1.13 -2.35 2.95  0.539
39 H 0.10 -4.11 1.55  0.466
40 H 0.47 -4.08 -0.91  0.552
41 H 1.75 -2.28 -1.94  0.376
42 H 5.15 -2.11 -1.35  0.419
43 H 5.81 -3.43 -3.33  0.435
44 H 4.76 -2.97 -5.52  0.415
45 H 3.02 -1.23 -5.72  0.485
46 H 2.35 0.08 -3.76  0.122
47 H 1.02 2.62 -3.90  0.655
48 H -1.63 2.10 -3.76  0.585
49 H -2.99 0.13 -2.16  0.703
50 H -2.88 1.03 -0.65  0.600
51 H -3.51 -0.38 1.52  0.505
52 H -4.80 -1.76 3.10  0.469
53 H -4.66 -4.22 2.99  0.437
54 H -3.25 -5.31 1.29  0.459
55 H -1.94 -3.94 -0.28  0.638
56 H -3.34 -2.96 -1.92  0.564
57 H -3.39 -3.83 -4.21  0.503
58 H -1.58 -3.27 -5.80  0.445
59 H 0.33 -1.88 -5.05  0.551
60 H 0.41 -1.04 -2.75  -0.532
61 N -3.02 6.13 5.31  -0.433
62 C -2.54 5.08 4.62  1.141
63 C -1.96 3.98 5.29  -0.895
64 C -1.47 2.91 4.59  -0.472
65 C -1.56 2.92 3.20  -0.028
66 C -2.13 4.00 2.50  -0.736
67 C -2.61 5.07 3.21  -0.929
68 S -0.98 1.68 2.15  1.766
69 O -0.31 0.45 2.63  -0.870
70 O -2.02 1.31 1.22  -0.613
71 N 0.19 2.23 1.12  0.335
72 C 1.37 2.42 1.83  0.171
73 N 2.38 1.65 1.41  0.259
74 C 3.55 1.82 2.03  -0.122
75 C 3.71 2.72 3.06  -0.800
76 C 2.58 3.40 3.47  -0.517
77 N 1.41 3.25 2.87  -0.491
78 H -3.01 6.14 6.32  0.204
79 H -3.46 6.90 4.84  0.203
80 H -1.91 3.99 6.37  0.347
81 H -1.02 2.07 5.10  0.565
82 H -2.17 3.97 1.42  0.526
83 H -3.05 5.90 2.69  0.334
84 H 4.37 1.20 1.67  0.413
85 H 4.67 2.87 3.53  0.475
86 H 2.59 4.08 4.32  0.451

Summary:
**Net charge**: +2
**Kohn-Sham gap**: 0.2219 Ha
**Highest occupied orbital energy**: -13.1 eV

(6)
This record from OMol25 describes a structure of composition C42H65Cl22F9NO5 at a distorted geometry. The level of theory is ωB97M-V with the def2-TZVPD basis set.

Each line ends with the Mulliken charge.
Element x y z (Å)
1 C 5.67 2.37 -0.51  -0.795
2 C 5.79 1.51 -1.92  0.759
3 O 6.51 0.38 -1.95  -0.628
4 O 5.14 1.90 -3.20  -0.429
5 C 3.74 1.42 -3.06  0.183
6 C 2.75 2.02 -4.22  -1.341
7 C 1.20 2.33 -3.67  0.476
8 C 0.81 1.01 -2.79  -1.446
9 C -0.79 0.71 -2.63  0.500
10 C -1.04 -0.80 -3.33  -0.812
11 O -1.21 0.55 -1.22  -0.533
12 C -2.50 1.23 -0.96  0.576
13 C -3.76 0.60 -1.86  0.512
14 C -4.38 1.66 -3.00  -0.221
15 C -5.59 1.16 -3.98  -0.364
16 C -6.12 -0.39 -3.80  -0.135
17 C -5.53 -1.44 -2.64  -0.738
18 C -4.31 -0.94 -1.65  -0.160
19 N 1.32 3.62 -2.91  0.005
20 C 0.13 4.00 -2.09  0.833
21 F 0.02 3.28 -0.76  -0.402
22 F -1.19 3.93 -2.75  -0.272
23 C 0.37 5.60 -1.64  0.347
24 F -0.37 5.75 -0.33  -0.269
25 F 1.80 5.89 -1.32  -0.351
26 C -0.11 6.68 -2.76  0.475
27 F 0.87 7.83 -2.67  -0.325
28 F -0.04 6.23 -4.17  -0.186
29 C -1.59 7.39 -2.42  0.596
30 F -1.43 8.34 -1.29  -0.237
31 F -2.64 6.40 -2.08  -0.180
32 F -2.06 8.15 -3.63  -0.253
33 C 0.33 2.46 -5.09  0.003
34 O -0.21 1.38 -5.72  -0.661
35 O 0.13 3.75 -5.81  -0.738
36 H 5.91 1.64 0.38  0.274
37 H 6.37 3.31 -0.48  0.295
38 H 4.56 2.75 -0.34  0.200
39 H 3.74 0.24 -3.18  0.310
40 H 3.40 1.66 -1.97  0.157
41 H 3.14 3.01 -4.74  0.374
42 H 2.61 1.19 -5.07  0.334
43 H 1.33 0.04 -3.25  1.020
44 H 1.25 1.10 -1.70  0.247
45 H -1.49 1.43 -3.24  0.252
46 H -2.15 -0.90 -3.75  0.160
47 H -0.82 -1.61 -2.52  0.091
48 H -0.35 -0.94 -4.29  0.217
49 H -2.77 1.07 0.19  -0.302
50 H -2.45 2.41 -1.10  -0.077
51 H -3.93 2.74 -3.10  0.172
52 H -6.00 1.92 -4.78  0.371
53 H -6.97 -0.76 -4.53  0.251
54 H -5.91 -2.55 -2.52  0.254
55 H -3.79 -1.59 -0.82  0.262
56 H 2.12 3.53 -2.24  0.429
57 Cl -8.49 -0.77 -3.83  -0.165
58 C -9.77 -0.40 -2.65  -0.531
59 C -10.20 1.06 -2.71  -0.462
60 Cl -8.93 2.16 -2.12  -0.162
61 H -9.40 -0.67 -1.65  0.308
62 H -10.62 -1.05 -2.88  0.317
63 H -11.07 1.21 -2.07  0.322
64 H -10.46 1.36 -3.73  0.299
65 Cl -4.72 1.36 1.43  -0.131
66 C -4.46 2.19 2.98  0.029
67 C -4.39 3.70 2.82  -0.586
68 Cl -2.92 4.22 1.96  -0.081
69 H -3.55 1.79 3.43  -0.233
70 H -5.30 1.93 3.63  0.360
71 H -4.37 4.18 3.80  0.301
72 H -5.26 4.09 2.27  0.366
73 Cl 11.12 -0.55 -5.38  -0.206
74 C 10.10 -0.29 -3.93  -0.411
75 C 9.18 0.91 -4.08  0.010
76 Cl 10.08 2.45 -4.08  -0.204
77 H 10.76 -0.19 -3.07  0.320
78 H 9.51 -1.20 -3.80  0.296
79 H 8.48 0.95 -3.24  -0.147
80 H 8.60 0.85 -5.01  0.346
81 Cl -1.03 3.31 4.61  -0.164
82 C -1.54 2.49 6.10  -0.387
83 C -1.16 1.01 6.10  0.197
84 Cl -2.10 0.08 4.90  -0.226
85 H -2.62 2.62 6.20  0.347
86 H -1.05 3.00 6.93  0.182
87 H -1.37 0.58 7.08  0.075
88 H -0.10 0.87 5.88  -0.065
89 Cl 2.57 -0.83 -1.78  -0.164
90 C 2.06 -1.66 -0.29  -0.494
91 C 2.44 -3.13 -0.28  -0.385
92 Cl 1.50 -4.07 -1.48  -0.184
93 H 0.98 -1.52 -0.18  0.208
94 H 2.55 -1.15 0.55  0.417
95 H 2.23 -3.57 0.70  0.380
96 H 3.50 -3.27 -0.50  0.153
97 Cl 1.97 0.67 6.77  -0.221
98 C 1.46 -0.16 8.26  -0.167
99 C 1.84 -1.63 8.27  -0.595
100 Cl 0.90 -2.57 7.07  -0.192
101 H 0.38 -0.02 8.37  0.064
102 H 1.95 0.35 9.10  0.431
103 H 1.63 -2.07 9.25  0.330
104 H 2.90 -1.77 8.05  0.344
105 Cl 5.71 -3.97 0.99  -0.147
106 C 6.41 -5.55 0.56  -0.485
107 C 5.37 -6.65 0.49  -0.458
108 Cl 4.70 -7.05 2.09  -0.143
109 H 7.19 -5.78 1.30  0.369
110 H 6.90 -5.43 -0.41  0.283
111 H 5.81 -7.57 0.10  0.310
112 H 4.53 -6.37 -0.16  0.294
113 Cl 2.84 -9.92 6.44  -0.186
114 C 4.29 -9.20 5.70  -0.261
115 C 5.16 -8.49 6.73  -0.435
116 Cl 4.39 -7.01 7.35  -0.174
117 H 3.97 -8.52 4.91  0.146
118 H 4.85 -10.02 5.24  0.295
119 H 6.11 -8.18 6.26  0.293
120 H 5.40 -9.14 7.58  0.320
121 Cl -6.86 1.57 -7.15  -0.206
122 C -5.22 1.17 -7.69  -0.329
123 C -5.15 -0.18 -8.38  -0.498
124 Cl -5.43 -1.53 -7.25  -0.167
125 H -4.55 1.21 -6.82  0.210
126 H -4.91 1.96 -8.39  0.393
127 H -4.16 -0.34 -8.82  0.321
128 H -5.89 -0.26 -9.19  0.308
129 Cl -2.09 -4.00 -0.82  -0.030
130 C -1.39 -5.58 -1.25  -0.577
131 C -2.43 -6.68 -1.32  -0.481
132 Cl -3.10 -7.08 0.28  -0.206
133 H -0.61 -5.81 -0.51  0.367
134 H -0.90 -5.46 -2.22  0.258
135 H -1.99 -7.60 -1.72  0.324
136 H -3.27 -6.40 -1.98  0.342
137 Cl -1.28 1.13 10.60  -0.175
138 C -0.10 2.17 11.43  -0.502
139 C 0.37 3.33 10.56  -0.470
140 Cl 1.37 2.78 9.19  -0.132
141 H 0.74 1.54 11.74  0.306
142 H -0.59 2.55 12.33  0.368
143 H 0.99 4.01 11.15  0.318
144 H -0.48 3.89 10.16  0.319

Summary:
**Net charge**: -1
**Kohn-Sham gap**: 0.2098 Ha
**Highest occupied orbital energy**: -4.5 eV

(7)
This record from OMol25 describes the molecule C9H15N3O6 at a distorted geometry. The level of theory is ωB97M-V with the def2-TZVPD basis set.

Each line ends with the Mulliken charge.
Element x y z (Å)
1 N -2.84 2.23 -0.29  -0.365
2 C -1.78 2.13 0.52  0.569
3 O -1.61 1.29 1.43  -0.678
4 C -0.66 3.12 0.20  -0.704
5 C 0.72 2.63 0.65  -1.109
6 C 1.27 1.40 -0.04  0.094
7 N 0.75 0.20 0.57  -0.158
8 C 0.75 -1.02 -0.02  0.301
9 O 1.34 -1.25 -1.11  -0.881
10 C -0.03 -2.15 0.68  0.457
11 N -0.83 -1.65 1.79  -0.729
12 C -0.85 -2.79 -0.47  -0.712
13 C 0.05 -3.66 -1.33  0.527
14 O 0.98 -4.34 -0.98  -0.589
15 O -0.36 -3.50 -2.61  -0.451
16 C 2.82 1.42 0.04  0.530
17 O 3.48 2.32 0.54  -0.597
18 O 3.40 0.34 -0.49  -0.503
19 H -2.86 2.93 -1.00  0.199
20 H -3.62 1.60 -0.16  0.250
21 H -0.87 4.03 0.79  0.337
22 H -0.65 3.42 -0.87  0.398
23 H 0.75 2.43 1.71  0.359
24 H 1.44 3.43 0.43  0.421
25 H 1.01 1.37 -1.09  0.327
26 H 0.17 0.30 1.42  0.418
27 H 0.69 -2.87 1.05  0.439
28 H -1.18 -2.43 2.31  0.304
29 H -1.65 -1.16 1.46  0.141
30 H -1.30 -2.01 -1.07  0.266
31 H -1.62 -3.47 -0.03  0.343
32 H 0.29 -4.00 -3.13  0.356
33 H 2.80 -0.29 -0.91  0.442

Summary:
**Structure (SMILES)**: NC(=O)CC[C@H](NC(=O)[C@@H](N)CC(=O)O)C(=O)O
**Kohn-Sham gap**: 0.3668 Ha
**Highest occupied orbital energy**: -9.7 eV